61
Properties=species:S:1:pos:R:3 method="wB97M-V/def2-TZVPD" lumo_ev="2.2988 / 1.3323" max_force_ev_per_a=4.74 homo_lumo_gap_ev="3.498 / 5.218" total_energy_ha=-2648.61335 total_charge=-1 multiplicity=5 s_squared=6.155
C 0.8578 3.0364 2.4723
C 1.6481 2.0937 1.6033
C 1.0276 0.9980 1.0550
C 3.0609 2.4511 1.2972
Fe 4.4704 2.0938 2.6347
C 3.8142 3.4510 3.7326
O 3.5628 4.4300 4.3074
C 5.5520 3.2353 1.6214
O 5.9566 4.1476 1.0259
C 4.3992 0.0499 2.4347
C 3.9484 0.4515 3.7342
C 4.9997 1.2138 4.3583
C 6.1018 1.2826 3.4387
C 5.7253 0.5626 2.2434
H 1.2724 4.0529 2.4838
H -0.1789 3.0956 2.1073
H 0.8097 2.6932 3.5183
H 1.6263 0.2627 0.5087
H 0.0334 0.7361 1.4297
H 3.4546 1.8844 0.4350
H 3.1686 3.5357 1.1329
H 3.8652 -0.6029 1.7519
H 3.0122 0.1607 4.2006
H 5.0027 1.5756 5.3796
H 7.0674 1.7348 3.6387
H 6.3622 0.3703 1.3871
C -5.8383 -5.7732 -0.4854
C -5.8877 -5.0012 -1.6505
C -4.7164 -4.6981 -2.3501
C -3.5056 -5.1784 -1.8510
O -2.2813 -4.7683 -2.3989
C -1.9021 -3.4343 -2.2516
C -0.8665 -3.1375 -1.3524
C -0.5773 -1.8195 -1.0754
C -1.2044 -0.7293 -1.7596
C -0.8351 0.5853 -1.3549
C -1.3164 1.8245 -1.8669
C -0.5885 3.0050 -1.5017
C -0.9121 4.2564 -1.9998
C -1.9496 4.3969 -2.9350
C -2.7002 3.2694 -3.3003
C -2.4655 2.0299 -2.7054
C -2.1147 -1.0990 -2.8048
C -2.5317 -2.4143 -2.9726
C -3.4468 -6.0339 -0.7474
C -4.6177 -6.2920 -0.0389
H -6.7555 -5.9829 0.0715
H -6.8402 -4.6232 -2.0247
H -4.7304 -4.0921 -3.2544
H -0.3488 -3.9561 -0.8565
H 0.1660 -1.5884 -0.3143
H -0.0259 0.6407 -0.6474
H 0.2474 2.8876 -0.8095
H -0.3540 5.1338 -1.6730
H -2.1773 5.3727 -3.3652
H -3.4932 3.3664 -4.0463
H -3.1776 1.2201 -2.8607
H -2.4963 -0.3564 -3.4983
H -3.3290 -2.6704 -3.6726
H -2.4803 -6.4302 -0.4401
H -4.5676 -6.9061 0.8616